The following is a quantum chemistry calculation of 6 unconnected molecules or ions with the total composition C10H15Cl10N in a non-equilibrium geometry, from the OMol25 dataset.

Properties
SMILES: c1ccncc1.ClCCl.ClCCl.ClCCl.ClCCl.ClCCl
E_HOMO (Ha): -0.3607
Orbital gap (eV): 10.251
ΔE to the lowest compared entry with this formula, charge and spin (kJ/mol): 80.94

```
! wB97M-V def2-TZVPD RIJCOSX def2/J DEFGRID3
* xyz 0 1
C -0.89 -0.41 1.31
C -0.06 -0.61 0.26
C 0.23 0.52 -0.54
N -0.41 1.73 -0.42
C -1.37 1.80 0.54
C -1.57 0.82 1.52
H -1.11 -1.16 2.06
H 0.53 -1.47 0.01
H 1.00 0.52 -1.29
H -1.98 2.68 0.69
H -2.28 0.96 2.32
Cl -3.21 0.49 5.33
C -1.70 -0.19 6.00
Cl -1.06 -1.35 4.85
H -1.01 0.63 6.17
H -1.82 -0.57 7.02
Cl 3.47 -4.81 0.06
C 3.37 -4.00 -1.51
Cl 2.99 -2.17 -1.29
H 4.27 -4.22 -2.09
H 2.59 -4.42 -2.14
Cl 2.60 5.31 -0.59
C 1.46 4.34 -1.55
Cl 2.22 4.09 -3.14
H 1.27 3.39 -1.05
H 0.55 4.93 -1.53
Cl -3.81 -2.72 2.25
C -3.76 -2.12 0.61
Cl -4.18 -3.46 -0.51
H -4.48 -1.30 0.56
H -2.75 -1.76 0.44
Cl 2.61 -0.72 -4.95
C 2.28 1.04 -4.95
Cl 0.67 1.21 -4.16
H 3.07 1.52 -4.36
H 2.29 1.49 -5.94
*
```

---

The following is a quantum chemistry calculation of a molecular structure, C10H15ErO7P in a non-equilibrium geometry, from the OMol25 dataset.

Properties
E_HOMO (spin up / spin down) (Ha): -0.7498 / -0.7505
Orbital gap (spin up / spin down) (eV): 5.506 / 5.538
Expectation value of S²: 3.7531

```
! wB97M-V def2-TZVPD RIJCOSX def2/J DEFGRID3
* xyz 3 4
Er -1.22 -1.88 -0.14
O -3.86 -4.21 0.61
C -3.03 -3.44 0.40
C -2.47 0.07 -0.98
O -3.05 0.89 -1.54
C 0.23 -2.21 -2.03
O 0.95 -2.39 -2.92
C -2.44 -2.04 -2.32
O -2.83 -1.91 -3.40
C 0.53 -1.44 3.73
C -0.61 -1.57 2.74
O -0.12 -2.09 1.54
P 0.39 0.36 -0.41
O 1.95 0.26 0.06
C 2.42 1.03 1.21
C 1.50 2.15 1.64
O 0.29 1.75 -1.29
C 0.63 1.51 -2.71
C -0.11 2.58 -3.44
H 1.21 -2.29 3.58
H 0.10 -1.42 4.73
H 1.11 -0.52 3.54
H -1.42 -2.20 3.14
H -1.07 -0.57 2.58
H 2.57 0.32 2.03
H 3.41 1.41 0.93
H 0.54 1.77 2.06
H 2.03 2.68 2.44
H 1.27 2.84 0.82
H 1.73 1.55 -2.77
H 0.29 0.52 -3.01
H 0.12 3.55 -3.01
H 0.15 2.56 -4.49
H -1.18 2.40 -3.33
*
```

---

The following is a quantum chemistry calculation of a gas-phase ion, C10H15IN4 (charge +2) in a non-equilibrium geometry, from the OMol25 dataset.

Properties
SMILES: C[NH2+]N1C=CN=C[C@@H]1C([N+]#CI)=C(C)C
E_HOMO (Ha): -0.6004
Orbital gap (eV): 8.605
ΔE to the lowest compared entry with this formula, charge and spin (kJ/mol): 226.67

```
! wB97M-V def2-TZVPD RIJCOSX def2/J DEFGRID3
* xyz 2 1
C -1.62 -2.69 -1.24
N -1.93 -1.46 -0.50
N -0.66 -0.76 0.08
C 0.07 -1.63 0.89
C 1.27 -2.13 0.51
N 1.80 -1.75 -0.73
C 1.24 -0.81 -1.44
C 0.09 0.00 -0.92
C 0.70 1.21 -0.01
N 2.04 1.10 0.12
C 3.18 0.83 0.08
I 4.92 -0.06 -0.45
C -0.05 2.00 0.78
C 0.58 3.04 1.67
C -1.49 2.28 0.52
H -1.99 -2.62 -2.19
H -0.63 -3.04 -1.10
H -2.11 -3.60 -0.92
H -2.56 -1.57 0.25
H -2.41 -0.82 -1.21
H -0.50 -1.91 1.79
H 2.05 -2.62 1.06
H 1.64 -0.56 -2.44
H -0.51 0.52 -1.70
H 1.59 2.81 1.83
H 0.56 3.95 1.26
H 0.13 3.20 2.62
H -1.43 3.13 -0.07
H -2.00 1.62 -0.05
H -2.00 2.38 1.51
*
```

---

The following is a quantum chemistry calculation of a single C10H15N molecule in a non-equilibrium geometry, from the OMol25 dataset.

Properties
E_HOMO (spin up / spin down) (Ha): -0.3020 / -0.2841
Orbital gap (spin up / spin down) (eV): 7.860 / 6.539
ΔE to the lowest compared entry with this formula, charge and spin (kJ/mol): 340.17

```
! wB97M-V def2-TZVPD RIJCOSX def2/J DEFGRID3
* xyz 0 1
C 0.03 1.65 -0.45
C -1.82 -0.01 -0.15
C -2.16 -1.28 -0.55
C -2.98 0.73 0.51
C -0.29 0.32 -0.52
C -4.35 0.20 0.62
C 3.98 0.41 0.77
C 0.67 -0.73 -0.92
C 2.58 -0.17 0.65
C 2.12 -0.25 -0.80
N 0.28 2.78 -0.40
H -1.47 -1.93 -1.07
H -3.13 -1.70 -0.38
H -2.77 1.71 0.90
H -5.01 0.99 0.96
H -4.41 -0.62 1.34
H -4.72 -0.18 -0.33
H 3.99 1.44 0.42
H 4.69 -0.17 0.18
H 4.31 0.39 1.81
H 0.54 -1.62 -0.30
H 0.48 -1.03 -1.96
H 1.88 0.45 1.22
H 2.56 -1.18 1.09
H 2.22 0.73 -1.27
H 2.77 -0.94 -1.35
*
```

---

The following is a quantum chemistry calculation of a gas-phase ion, C10H15N2O (charge +1) in a non-equilibrium geometry, from the OMol25 dataset.

Properties
SMILES: CC(C)([NH3+])[C@@H](N=O)c1ccccc1
E_HOMO (Ha): -0.4620
Orbital gap (eV): 7.637
ΔE to the lowest compared entry with this formula, charge and spin (kJ/mol): 313.34

```
! wB97M-V def2-TZVPD RIJCOSX def2/J DEFGRID3
* xyz 1 1
C -1.52 1.55 0.61
C -1.66 0.18 0.07
C -1.38 0.17 -1.44
N -2.90 -0.62 0.21
C -0.44 -0.75 0.68
N -0.85 -2.07 0.40
O -0.12 -2.95 0.85
C 0.88 -0.30 0.23
C 1.59 -0.80 -0.82
C 2.84 -0.34 -1.14
C 3.51 0.44 -0.25
C 2.84 1.04 0.84
C 1.54 0.70 1.06
H -2.23 2.17 0.18
H -1.71 1.60 1.64
H -0.49 1.80 0.41
H -1.23 -0.94 -1.83
H -2.12 0.80 -1.93
H -0.39 0.66 -1.64
H -3.29 -0.75 1.14
H -2.46 -1.62 0.09
H -3.53 -0.44 -0.58
H -0.35 -0.55 1.84
H 1.42 -1.71 -1.49
H 3.30 -0.79 -2.05
H 4.56 0.57 -0.40
H 3.17 1.68 1.50
H 1.02 1.28 1.83
*
```

---

The following is a quantum chemistry calculation of a single C10H15N3O molecule in a non-equilibrium geometry, from the OMol25 dataset.

Properties
SMILES: Oc1cncc(N2CCCNCC2)c1
E_HOMO (Ha): -0.2871
Orbital gap (eV): 8.167
ΔE to the lowest compared entry with this formula, charge and spin (kJ/mol): 513.00

```
! wB97M-V def2-TZVPD RIJCOSX def2/J DEFGRID3
* xyz 0 1
O -3.98 1.45 -0.55
C -3.00 0.57 -0.18
C -3.56 -0.77 -0.25
N -2.71 -1.74 -0.35
C -1.49 -1.73 0.10
C -1.00 -0.47 0.64
N 0.25 -0.41 1.30
C 1.30 -1.39 0.74
C 1.91 -1.36 -0.62
C 2.17 -0.12 -1.40
N 2.51 0.94 -0.53
C 1.37 1.67 0.00
C 0.80 0.96 1.27
C -1.79 0.75 0.39
H -4.01 2.45 0.07
H -4.64 -0.84 -0.77
H -0.98 -2.59 0.04
H 2.08 -1.68 1.56
H 0.79 -2.40 0.93
H 2.74 -2.00 -0.42
H 1.33 -1.80 -1.24
H 3.03 -0.14 -2.09
H 1.20 0.27 -2.09
H 3.02 1.78 -1.05
H 0.56 2.03 -0.74
H 1.81 2.59 0.76
H 0.18 1.42 2.06
H 1.78 0.73 1.78
H -1.66 1.80 0.66
*
```

---

| no. | energy (eV) |
| --- | --- |
| 1 | -137326.5987 |
| 2 | -61822.6003 |
| 3 | -24652.3100 |
| 4 | -12099.5282 |
| 5 | -15630.2664 |
| 6 | -17125.0301 |